Below is a structure of composition C4H10N2O in a non-equilibrium geometry, with properties calculated with ωB97M-V with the def2-TZVPD basis set.

Geometry as ORCA input:
```
! wB97M-V def2-TZVPD RIJCOSX def2/J DEFGRID3
* xyz 0 1
C -0.602 0.661 -0.839
H 2.516 0.581 0.499
H -2.320 0.449 -1.648
H -0.206 2.037 1.344
C 1.817 0.834 -0.296
H 1.695 1.919 -0.334
N -0.459 1.126 0.976
O -1.698 -0.053 -1.104
H -0.060 -3.038 0.794
N 0.679 -1.203 0.220
H -1.041 -1.706 1.390
H -1.157 -2.215 -0.294
H 2.233 0.503 -1.246
H -0.392 1.495 -1.514
C 0.512 0.094 -0.029
H -1.073 0.566 1.554
C -0.443 -2.050 0.528
*
```

Calculated values
Max |F|, eV Å⁻¹: 3.01
Energy relative to the best compared isomer or geometry (same formula, charge and spin), kcal/mol: 115.08
LUMO energy, eV: 0.242